(1)
{"formula": "C2H10N4S", "method": "ωB97M-V/def2-TZVPD", "charge": 2, "spin_multiplicity": 1, "smiles": "C[N+](=[NH2+])[C@H](S)NN", "total_energy_ha": -698.54402, "orbital_gap_ha": [0.2475, 0.2625], "homo_energy_ha": [-0.68244, -0.68308], "lumo_energy_ev": [-11.83, -11.44], "relative_energy_kj_mol": 447.2, "symbols": ["C", "C", "N", "N", "N", "N", "S", "H", "H", "H", "H", "H", "H", "H", "H", "H", "H"], "positions_angstrom": [[-0.853, -0.302, 0.241], [0.013, -0.591, -2.102], [-0.629, -0.601, 1.516], [0.117, -0.007, -0.771], [0.330, 0.139, 2.201], [1.313, 0.355, -0.458], [-1.592, 1.675, -0.260], [-1.551, -0.982, -0.366], [0.333, 0.225, -2.724], [0.763, -1.329, -2.314], [-0.904, -1.027, -2.281], [-1.400, -0.948, 1.923], [0.113, 0.230, 3.250], [1.260, -0.276, 2.176], [1.952, 0.758, -1.168], [1.416, 0.398, 0.530], [-0.681, 2.282, 0.607]], "forces_ev_per_a": [[-1.8, -1.1, -2.6], [1.5, 1.5, -0.7], [3.5, 1.3, -2.7], [0.7, -0.4, 1.0], [0.2, 1.0, 2.5], [0.4, 0.3, -0.4], [0.9, -0.3, 0.4], [0.3, 1.1, 1.9], [-0.7, 0.3, -1.0], [0.6, -0.7, 0.8], [-2.2, -0.3, -0.6], [-3.1, -1.8, 2.5], [0.1, 0.0, -2.1], [-0.3, -0.8, 0.3], [-0.4, -0.4, 0.6], [0.9, 0.9, 0.8], [-0.6, -0.5, -0.7]], "mulliken_charge": [-0.003, -0.625, 0.079, 0.364, -0.708, -0.397, 0.147, 0.433, 0.311, 0.397, 0.315, 0.234, 0.326, 0.284, 0.305, 0.245, 0.292]}

=====

(2)
{"formula": "C2H10NO", "method": "ωB97M-V/def2-TZVPD", "charge": 1, "spin_multiplicity": 1, "total_energy_ha": -211.89756, "orbital_gap_ha": 0.4055, "homo_energy_ha": -0.54306, "lumo_energy_ev": -3.74, "relative_energy_kj_mol": 159.8, "symbols": ["C", "N", "H", "H", "H", "H", "H", "H", "C", "O", "H", "H", "H", "H"], "positions_angstrom": [[-1.510, 1.253, -1.093], [-1.389, 0.863, 0.392], [-1.577, 1.635, 1.053], [-2.211, 0.245, 0.502], [-0.491, 0.372, 0.611], [-2.008, 2.231, -1.185], [-1.883, 0.371, -1.650], [-0.389, 1.383, -1.441], [2.041, -1.461, 0.517], [0.881, -0.751, 0.135], [1.146, 0.155, -0.117], [2.326, -1.382, 1.673], [1.773, -2.570, 0.415], [2.797, -1.213, -0.215]], "forces_ev_per_a": [[3.5, 0.2, -0.3], [-1.6, 0.1, -0.4], [0.5, -0.2, -0.5], [0.8, -0.2, 0.6], [-0.7, -0.3, 0.0], [-0.1, -0.8, -0.1], [-0.2, 0.9, 0.4], [-2.4, 0.0, 0.5], [0.2, -2.5, 2.1], [-1.0, 1.7, 0.1], [0.4, -0.8, 0.0], [-0.4, 0.5, -2.6], [0.4, 1.6, -0.1], [0.7, -0.1, 0.4]], "mulliken_charge": [-0.625, -0.272, 0.392, 0.386, 0.296, 0.341, 0.313, 0.238, -0.589, -0.569, 0.334, 0.250, 0.211, 0.293]}

=====

(3)
{"formula": "C2H10NO", "method": "ωB97M-V/def2-TZVPD", "charge": 2, "spin_multiplicity": 2, "total_energy_ha": -211.38113, "orbital_gap_ha": [0.5111, 0.2901], "s_squared": 0.755, "homo_energy_ha": [-0.81390, -0.81483], "lumo_energy_ev": [-8.24, -14.28], "relative_energy_kj_mol": 18.0, "symbols": ["N", "H", "H", "H", "H", "C", "O", "C", "H", "H", "H", "H", "H", "H"], "positions_angstrom": [[-1.592, -2.048, 1.044], [-2.437, -1.569, 1.383], [-0.944, -1.245, 0.951], [-1.953, -2.340, 0.132], [-1.121, -2.827, 1.372], [0.426, 1.417, -0.634], [-0.436, 0.622, 0.164], [1.882, 0.778, -0.769], [0.421, 2.407, -0.230], [0.069, 1.457, -1.700], [-1.023, 1.296, 0.731], [1.870, -0.309, -1.163], [2.377, 0.904, 0.193], [2.460, 1.456, -1.474]], "forces_ev_per_a": [[-1.4, 3.5, -2.7], [0.0, -1.2, 1.6], [0.1, -0.9, -0.4], [0.5, 0.1, -0.6], [0.6, -2.1, 2.3], [0.0, -1.1, 2.0], [-0.5, 3.0, -0.1], [0.5, -0.7, -2.2], [0.0, 0.8, -0.1], [0.0, -0.5, -0.3], [1.5, -1.7, -1.3], [0.1, 1.9, 0.7], [-0.4, -0.2, 0.5], [-1.0, -0.9, 0.5]], "lowdin_spin": [-0.001, 0.000, -0.001, 0.000, 0.000, 0.220, 0.479, 0.150, 0.007, 0.114, -0.002, 0.000, 0.030, 0.002]}

=====

(4)
{"formula": "C2H10NO2S", "method": "ωB97M-V/def2-TZVPD", "spin_multiplicity": 2, "total_energy_ha": -685.55734, "orbital_gap_ha": [0.3792, 0.2567], "s_squared": 0.753, "homo_energy_ha": [-0.36025, -0.34639], "lumo_energy_ev": [0.52, -2.44], "relative_energy_kj_mol": 29.6, "symbols": ["C", "C", "S", "N", "H", "H", "H", "H", "H", "H", "H", "H", "O", "H", "H", "O"], "positions_angstrom": [[-1.489, 0.058, 0.018], [-0.974, 1.334, -0.637], [0.118, 1.055, -2.020], [-0.470, -0.626, 0.851], [-1.745, -0.638, -0.785], [-2.434, 0.227, 0.543], [-0.514, 1.938, 0.141], [-1.791, 1.948, -1.013], [0.369, -0.033, 0.829], [-0.067, -1.332, 0.220], [-0.657, -2.463, 1.594], [-1.163, -3.071, 2.892], [-0.774, -3.313, 2.047], [3.015, 0.506, 0.140], [3.101, 1.951, 0.643], [3.035, 1.034, 0.943]], "forces_ev_per_a": [[-0.1, -0.6, -0.6], [-0.5, -0.3, 0.3], [0.3, 0.1, 0.1], [1.0, 0.2, -1.3], [-0.2, 0.1, 0.0], [0.3, 0.2, 0.4], [0.4, 0.3, -0.1], [-0.2, 0.1, -0.1], [-0.3, 0.3, 0.9], [-0.4, -0.2, 0.3], [-0.1, 0.0, 0.4], [0.0, 0.0, 0.0], [0.0, -0.1, -0.1], [0.1, 0.0, -0.1], [0.0, -0.2, 0.0], [-0.2, 0.2, 0.0]], "lowdin_spin": [0.002, 0.109, 0.835, 0.004, 0.001, 0.000, 0.020, 0.019, 0.001, 0.000, 0.000, 0.000, 0.000, 0.003, 0.000, 0.005]}